[1]
This record from the OMol25 dataset describes 2 unconnected molecules or ions with the total composition C7H9N. The level of theory is ωB97M-V with the def2-TZVPD basis set.

XYZ file:
```
17
Properties=species:S:1:pos:R:3:nbo_charge:R:1
C 2.567 0.976 -0.293 -0.166
C 2.729 -0.356 -0.585 -0.252
C 1.858 -1.325 -0.130 0.027
N 0.832 -1.076 0.614 -0.394
C 0.619 0.301 0.748 -0.017
C 1.334 1.353 0.254 -0.267
H 3.191 1.635 -0.827 0.215
H 3.620 -0.704 -1.090 0.212
H 2.233 -2.274 -0.040 0.184
H -0.338 0.156 1.328 0.226
H 0.911 2.341 0.240 0.232
C -4.998 -0.176 -0.072 -0.373
C -3.756 0.235 -0.367 -0.380
H -5.290 -1.015 -0.560 0.179
H -5.758 0.277 0.561 0.199
H -3.191 -0.050 -1.253 0.196
H -3.316 1.122 0.023 0.179
```

Results
ΔE to the lowest compared entry with this formula, charge and spin: 2.997 eV
structure (SMILES): c1ccncc1.C=C
energy: -326.7808 a.u.
E_LUMO: 0.81 eV

[2]
This record from the OMol25 dataset describes a molecular structure, C30H26N3PPtSe3Te. The level of theory is ωB97M-V with the def2-TZVPD basis set.

XYZ file:
```
65
Properties=species:S:1:pos:R:3:lowdin_spin:R:1
Pt -0.286 0.264 -0.090 0.035
Se -0.605 0.576 2.318 0.041
Se -1.953 -1.133 3.325 0.470
Te -1.654 -3.512 1.371 0.884
Se -0.877 -2.620 -0.710 0.506
C 0.726 -0.461 -3.061 0.000
N -0.025 0.416 -2.182 0.000
C -0.803 1.296 -2.722 0.001
C -1.744 1.950 -1.904 0.001
C -2.711 2.940 -2.122 0.001
C -3.371 3.102 -0.906 0.000
C -2.790 2.211 -0.002 0.002
N -1.814 1.522 -0.599 0.004
C 2.226 -0.423 -2.912 0.000
C 2.902 -1.491 -2.333 0.002
C 4.285 -1.486 -2.246 0.000
C 5.009 -0.407 -2.730 0.000
C 4.342 0.669 -3.296 0.000
C 2.959 0.656 -3.388 0.000
H 0.469 -0.216 -4.103 0.000
H 0.379 -1.483 -2.881 0.001
H -0.781 1.465 -3.801 0.000
H -2.891 3.466 -3.048 0.000
H -4.181 3.783 -0.690 0.000
H -3.014 2.035 1.038 0.000
H 2.326 -2.308 -1.915 0.004
H 4.798 -2.312 -1.768 0.000
H 6.088 -0.389 -2.633 0.000
H 4.903 1.525 -3.655 0.000
H 2.435 1.503 -3.818 0.000
N 1.761 -0.066 0.105 0.006
P 2.552 -0.008 1.395 0.002
C 4.348 -0.145 1.073 0.000
C 5.127 -1.217 1.495 0.000
C 6.477 -1.273 1.182 0.000
C 7.066 -0.250 0.453 0.000
C 6.292 0.825 0.030 0.000
C 4.945 0.870 0.332 0.000
C 2.252 -1.342 2.612 0.001
C 1.999 -2.585 2.046 0.010
C 1.752 -3.690 2.847 0.015
C 1.733 -3.555 4.225 0.001
C 1.938 -2.306 4.797 -0.001
C 2.194 -1.205 3.998 0.002
C 2.632 1.572 2.353 0.000
C 1.859 2.625 1.874 0.001
C 1.931 3.876 2.465 0.000
C 2.786 4.093 3.536 0.000
C 3.582 3.056 4.004 0.000
C 3.513 1.806 3.406 0.000
H 4.675 -2.016 2.071 0.000
H 7.070 -2.118 1.513 0.000
H 8.121 -0.290 0.210 0.000
H 6.741 1.624 -0.548 0.000
H 4.335 1.695 -0.016 0.000
H 1.949 -2.663 0.965 0.003
H 1.530 -4.645 2.386 0.007
H 1.511 -4.411 4.852 0.000
H 1.863 -2.182 5.871 0.000
H 2.294 -0.229 4.452 0.000
H 1.191 2.433 1.039 0.001
H 1.308 4.680 2.093 0.000
H 2.837 5.071 4.002 0.000
H 4.265 3.222 4.830 0.000
H 4.166 1.012 3.753 0.000
```

Results
ΔE to the lowest compared entry with this formula, charge and spin: 0.569 eV
2S+1: 3
energy: -9256.1047 a.u.
net charge: -2
E_LUMO (spin up / spin down): 4.37 / 4.31 eV

Q: What is the formula in the second record?
A: C30H26N3PPtSe3Te

Q: What is the formula in the second record?
A: C30H26N3PPtSe3Te

Repeat the first record exactly.
This record from the OMol25 dataset describes 2 unconnected molecules or ions with the total composition C7H9N. The level of theory is ωB97M-V with the def2-TZVPD basis set.

XYZ file:
```
17
Properties=species:S:1:pos:R:3:nbo_charge:R:1
C 2.567 0.976 -0.293 -0.166
C 2.729 -0.356 -0.585 -0.252
C 1.858 -1.325 -0.130 0.027
N 0.832 -1.076 0.614 -0.394
C 0.619 0.301 0.748 -0.017
C 1.334 1.353 0.254 -0.267
H 3.191 1.635 -0.827 0.215
H 3.620 -0.704 -1.090 0.212
H 2.233 -2.274 -0.040 0.184
H -0.338 0.156 1.328 0.226
H 0.911 2.341 0.240 0.232
C -4.998 -0.176 -0.072 -0.373
C -3.756 0.235 -0.367 -0.380
H -5.290 -1.015 -0.560 0.179
H -5.758 0.277 0.561 0.199
H -3.191 -0.050 -1.253 0.196
H -3.316 1.122 0.023 0.179
```

Results
ΔE to the lowest compared entry with this formula, charge and spin: 2.997 eV
structure (SMILES): c1ccncc1.C=C
energy: -326.7808 a.u.
E_LUMO: 0.81 eV

Q: Among the records above, which one has the highest ΔE to the lowest compared entry with this formula, charge and spin?
A: C7H9N